<w>
{"formula": "C3H12NP2", "method": "ωB97M-V with the def2-TZVPD basis set", "species": ["C", "C", "N", "P", "C", "P", "H", "H", "H", "H", "H", "H", "H", "H", "H", "H", "H", "H"], "positions_angstrom": [[-2.1308, 1.3293, -0.6180], [-1.9399, -0.1650, -0.6622], [-1.1935, -0.6398, 0.6074], [0.9360, -0.8872, 0.2238], [2.2704, 0.0235, -0.0728], [3.4933, 0.8500, 0.9796], [-2.7659, 1.5665, 0.2212], [-1.1176, 1.5840, -0.4243], [-2.4040, 1.4978, -1.7087], [-1.1537, -0.4455, -1.4720], [-2.7824, -0.8709, -0.7020], [-1.6100, -1.6029, 0.9822], [-1.3865, 0.0817, 1.3228], [0.4744, -1.3441, -1.0465], [1.3851, -1.8879, 1.0201], [2.0433, 0.7622, -0.8955], [3.3882, -0.1644, 1.9447], [4.4936, 0.3128, 0.3001]], "charge": 1, "lumo_energy_ev": -4.252, "smiles": "CC[NH2+][PH2]=CP", "homo_lumo_gap_ha": 0.310}

<x>
{"formula": "C3H12NP2", "method": "ωB97M-V with the def2-TZVPD basis set", "species": ["C", "C", "C", "N", "P", "P", "H", "H", "H", "H", "H", "H", "H", "H", "H", "H", "H", "H"], "positions_angstrom": [[-1.7761, -0.3949, 2.0103], [-0.7531, 0.3426, 1.1714], [0.7524, 0.0527, -0.8197], [-0.1648, -0.5646, 0.1426], [0.0890, 1.5212, -1.7087], [2.1860, -1.0348, -1.2298], [-2.2003, 0.2900, 2.7368], [-2.5928, -0.7715, 1.3977], [-1.3264, -1.2241, 2.5518], [0.0728, 0.7163, 1.7813], [-1.2096, 1.1900, 0.6530], [1.9497, 1.1230, 0.5126], [-0.9495, -0.9955, -0.3687], [0.3303, -1.3320, 0.6240], [1.3078, 1.8531, -2.2828], [-0.3033, 0.7991, -2.8482], [1.6751, -1.5295, -2.4396], [2.9128, -0.0411, -1.8840]], "charge": 1, "lumo_energy_ev": [-4.979, -5.231], "homo_lumo_gap_ha": [0.316, 0.305]}

<y>
{"formula": "C3H12NP2", "method": "ωB97M-V with the def2-TZVPD basis set", "species": ["C", "C", "N", "C", "P", "P", "H", "H", "H", "H", "H", "H", "H", "H", "H", "H", "H", "H"], "positions_angstrom": [[-0.4624, 2.2359, 1.3055], [-0.9342, 0.9259, 0.7699], [0.3606, 0.1657, 0.3364], [0.2703, -1.2311, -0.2562], [2.0354, -1.8748, -0.4701], [-1.0909, -1.2305, -1.7724], [0.2312, 2.1554, 2.2614], [-0.0281, 2.8787, 0.4371], [-1.3711, 2.7703, 1.6247], [-1.4952, 0.9603, -0.2725], [-1.4261, 0.3332, 1.6425], [0.8545, 0.2777, 1.1833], [0.7560, 0.8680, -0.2272], [-0.2653, -1.7058, 0.5105], [1.6290, -3.1643, -0.3524], [2.1156, -1.7686, -1.8320], [-0.1715, -1.6329, -2.7244], [-1.6457, -2.5957, -1.4986]], "charge": 1, "lumo_energy_ev": -3.285, "smiles": "CC[NH2+]C(P)P", "homo_lumo_gap_ha": 0.367}

Winner for stability: <y>

<w>
{"formula": "C4H11NOS", "method": "ωB97M-V with the def2-TZVPD basis set", "species": ["C", "C", "S", "N", "O", "C", "C", "H", "H", "H", "H", "H", "H", "H", "H", "H", "H", "H"], "positions_angstrom": [[-1.4447, -2.4087, 0.6022], [-1.1978, -1.2693, -0.4121], [0.0346, -0.2051, 0.1572], [0.2571, 1.0425, 1.5224], [1.2078, -1.0056, 0.3494], [0.3567, 1.1702, -1.0570], [1.7126, 1.7767, -0.9314], [-2.1192, -1.9708, 1.3648], [-2.0115, -3.1770, 0.0241], [-0.5620, -2.8872, 0.9955], [-1.9604, -0.7860, -1.0127], [0.6886, 0.4402, 2.2433], [-0.8239, 1.1024, 1.7414], [0.1886, 0.5511, -2.0722], [-0.5759, 1.8079, -0.8827], [1.7023, 2.6829, -0.3666], [2.3365, 1.0649, -0.3896], [2.2106, 2.0709, -1.8761]], "charge": 0, "lumo_energy_ev": 0.621, "smiles": "CC=[S@@](N)(=O)CC", "homo_lumo_gap_ha": 0.313}

<x>
{"formula": "C4H11NOS", "method": "ωB97M-V with the def2-TZVPD basis set", "species": ["O", "C", "N", "C", "C", "C", "S", "H", "H", "H", "H", "H", "H", "H", "H", "H", "H", "H"], "positions_angstrom": [[-1.4007, 1.8089, 0.9691], [-0.4720, 1.1609, 1.9269], [0.6243, 0.5319, 1.1972], [0.6860, -0.9140, 1.2539], [0.7124, -1.6620, -0.1139], [-0.3877, -1.3121, -1.0901], [0.2297, 0.0742, -2.1441], [-1.6441, 2.7076, 1.2517], [-0.9207, 0.4534, 2.5829], [-0.0901, 1.9897, 2.4382], [0.7483, 0.8096, 0.2513], [-0.2872, -1.3051, 1.7422], [1.6074, -1.3047, 1.8615], [1.6896, -1.4964, -0.5557], [0.6488, -2.7087, 0.2053], [-0.4073, -2.2652, -1.5341], [-1.4423, -1.0754, -0.7300], [0.0256, 1.1779, -1.2017]], "charge": 0, "lumo_energy_ev": 0.815, "smiles": "OCNCCCS", "homo_lumo_gap_ha": 0.354}

Winner for stability: <x>

<w>
{"formula": "C8H14O", "method": "ωB97M-V with the def2-TZVPD basis set", "species": ["C", "C", "C", "C", "O", "H", "H", "H", "H", "H", "H", "C", "C", "C", "C", "H", "H", "H", "H", "H", "H", "H", "H"], "positions_angstrom": [[-0.2842, 1.3176, -2.5338], [0.4280, 0.6054, -1.7163], [1.2688, -0.1199, -0.9812], [2.1576, 0.5244, 0.0430], [1.8165, -1.2488, -1.5872], [0.1191, 1.6803, -3.4753], [-1.3252, 1.5402, -2.3056], [2.7981, 1.2926, -0.3984], [2.7935, -0.2216, 0.5283], [1.5502, 1.0064, 0.8148], [1.5228, -1.2757, -2.5129], [0.1791, -1.5651, 1.7957], [-0.5273, -1.3512, 0.6633], [-1.7493, -0.3637, 0.5941], [-1.6416, 0.9460, 1.3656], [0.5768, -0.7813, 2.4272], [0.4984, -2.5670, 2.0678], [-0.7074, -2.2013, 0.0052], [-1.9913, -0.1544, -0.4531], [-2.5999, -0.9379, 0.9762], [-1.0798, 0.8459, 2.2976], [-1.1608, 1.7194, 0.7594], [-2.6419, 1.3096, 1.6254]], "charge": 0, "lumo_energy_ev": 0.776, "smiles": "C=C=C(C)O.C=CCC", "homo_lumo_gap_ha": 0.329}

<x>
{"formula": "C8H14O", "method": "ωB97M-V with the def2-TZVPD basis set", "species": ["C", "C", "C", "C", "C", "C", "C", "C", "O", "H", "H", "H", "H", "H", "H", "H", "H", "H", "H", "H", "H", "H", "H"], "positions_angstrom": [[0.7922, 1.7108, -1.3452], [0.4839, 1.3312, 0.0843], [-0.6635, 0.5991, 0.4989], [-1.7001, 1.1124, 1.4540], [-0.5339, -0.6733, -0.0214], [-1.5924, -1.6697, -0.4006], [0.8682, -0.8393, -0.2427], [1.9065, -1.0009, 0.8351], [1.3101, -1.4914, -1.3710], [1.8614, 1.6424, -1.5709], [0.2566, 1.0790, -2.0558], [0.4924, 2.7486, -1.5408], [0.9103, 2.0437, 0.7999], [-2.2849, 0.3077, 1.9041], [-1.2155, 1.6739, 2.2598], [-2.3936, 1.8047, 0.9660], [-2.4812, -1.5173, 0.2164], [-1.2548, -2.7002, -0.2652], [-1.9199, -1.5629, -1.4422], [2.0685, -2.0728, 1.0072], [2.8639, -0.5736, 0.5321], [1.5823, -0.5367, 1.7620], [0.6434, -1.4153, -2.0641]], "charge": 0, "lumo_energy_ev": 0.813, "smiles": "C/C=C(C)\\C(C)=C(/C)O", "homo_lumo_gap_ha": 0.308}

Winner for stability: <x>

<w>
{"formula": "C8H24O4", "method": "ωB97M-V with the def2-TZVPD basis set", "species": ["C", "C", "O", "H", "H", "H", "H", "H", "H", "C", "C", "O", "H", "H", "H", "H", "H", "H", "C", "C", "O", "H", "H", "H", "H", "H", "H", "C", "C", "O", "H", "H", "H", "H", "H", "H"], "positions_angstrom": [[-0.2820, -0.6679, 2.7267], [-1.3275, 0.3318, 2.2801], [-1.1863, 0.5004, 0.8514], [-0.3940, -1.5908, 2.1513], [-0.2943, -0.9399, 3.7817], [0.7165, -0.2813, 2.5038], [-1.1738, 1.2989, 2.7641], [-2.3328, -0.0392, 2.4960], [-2.0849, 0.6494, 0.5165], [3.8747, 0.2041, 1.7301], [5.2420, 0.5075, 1.1672], [5.5551, -0.5075, 0.2403], [3.8447, -0.7661, 2.2218], [3.1751, 0.1323, 0.8849], [3.4861, 1.0281, 2.3249], [5.9803, 0.5667, 1.9771], [5.2028, 1.4933, 0.6824], [6.3977, -0.2976, -0.1721], [0.3475, 0.0125, -3.6338], [0.1436, 0.3228, -2.1741], [-0.2422, -0.8754, -1.5291], [0.6963, 0.8975, -4.1704], [-0.5490, -0.3754, -4.1129], [1.1421, -0.7337, -3.7158], [-0.6171, 1.0985, -2.0160], [1.0882, 0.6933, -1.7550], [-0.6322, -0.6456, -0.6763], [-3.5998, -1.0537, -1.0929], [-4.4956, 0.0555, -0.5802], [-3.7540, 1.1906, -0.1012], [-4.1776, -1.9570, -1.2864], [-2.8793, -1.3349, -0.3177], [-3.0464, -0.7472, -1.9785], [-5.1331, -0.2870, 0.2346], [-5.1882, 0.3906, -1.3627], [-3.5028, 1.7265, -0.8598]], "charge": 0, "lumo_energy_ev": 0.708, "smiles": "CCO.CCO.CCO.CCO", "homo_lumo_gap_ha": 0.381}

<x>
{"formula": "C8H24O4", "method": "ωB97M-V with the def2-TZVPD basis set", "species": ["C", "C", "O", "H", "H", "H", "H", "H", "H", "C", "C", "O", "H", "H", "H", "H", "H", "H", "C", "C", "O", "H", "H", "H", "H", "H", "H", "C", "C", "O", "H", "H", "H", "H", "H", "H"], "positions_angstrom": [[2.0523, 0.4200, -2.9511], [1.4923, 1.7770, -2.5951], [0.9243, 1.8410, -1.2071], [2.4883, 0.4720, -3.7861], [1.0813, -0.1410, -2.8151], [2.6813, -0.0220, -2.0761], [0.7563, 1.7620, -3.3691], [2.1743, 2.5520, -2.8291], [0.3703, 2.7290, -1.3591], [-0.1687, -2.7610, -0.0421], [0.6603, -1.6480, 0.0809], [-0.1667, -0.5290, -0.2721], [-1.1857, -2.8140, 0.6149], [0.1943, -3.6880, 0.2589], [-0.3587, -3.0480, -1.0581], [1.5413, -1.8510, -0.7031], [1.0363, -1.6670, 1.1169], [0.3643, 0.3080, -0.6351], [3.1333, 1.1770, 3.1369], [2.2063, 1.4530, 1.9799], [2.8583, 1.3890, 0.6489], [2.6793, 0.9620, 4.0509], [3.7673, 1.9700, 3.1979], [3.8083, 0.3190, 2.8289], [1.7803, 2.4230, 2.1299], [1.4913, 0.7620, 2.2579], [2.2423, 1.5750, -0.0011], [-3.4787, -0.8920, 0.5539], [-4.8987, -0.2820, 0.2509], [-5.7017, -1.3060, -0.2881], [-3.5207, -1.6290, 1.2659], [-2.8587, -0.1450, 1.0129], [-2.8787, -1.0730, -0.2021], [-4.7607, 0.5670, -0.0161], [-5.1717, 0.0200, 1.1399], [-6.6347, -0.9820, -0.3201]], "charge": 0, "lumo_energy_ev": 0.298, "smiles": "CCO.CCO.CCO.CCO", "homo_lumo_gap_ha": 0.370}

Winner for stability: <w>